50
Properties=species:S:1:pos:R:3:forces:R:3:nbo_charge:R:1 method="wB97M-V/def2-TZVPD" smiles="CC(C)c1c2c(nn1CCO)C(=O)N(c1cccc(Cl)c1F)[C@H]2c1ccc(Cl)c(F)c1" e_homo_ev=-8.91 spin_multiplicity=1 e_tot_ha=-2284.4890 homo_lumo_gap_ha=0.3437 e_lumo_ev=0.4 total_charge=0
C 1.60910 3.54584 1.09166 -0.19 -0.78 2.46 -0.6041
C 1.14070 2.10098 1.43801 -1.90 0.39 -0.57 -0.2566
C 0.95758 1.66658 2.97183 -3.95 -0.27 -3.66 -0.5719
C -0.15302 1.65719 0.77183 -3.04 -1.33 -1.95 0.1728
C -0.45997 0.36622 0.30001 -1.03 2.25 0.30 -0.0575
C -1.80715 0.33771 -0.20784 4.17 2.62 2.83 -0.0040
N -2.40318 1.47034 -0.01408 0.35 2.55 0.34 -0.1825
N -1.43430 2.33839 0.49701 0.82 -1.98 0.00 -0.1814
C -1.84081 3.68018 0.95616 -0.13 -0.66 0.89 -0.2225
C -1.95695 4.66139 -0.18308 0.94 -0.27 -0.06 -0.0839
O -2.28317 6.01463 0.24780 0.90 -1.34 -1.41 -0.7027
C -2.14141 -0.99529 -0.35858 -4.01 -3.52 -2.87 0.6342
O -3.25024 -1.39906 -0.71619 0.97 -0.10 0.71 -0.5813
N -1.03450 -1.81678 -0.23042 1.30 1.57 0.29 -0.4470
C -1.12346 -3.21975 -0.39566 -0.19 -1.83 -1.08 0.0683
C -1.27439 -3.81179 -1.72792 0.61 -0.37 2.15 -0.1435
C -1.50056 -5.21741 -1.87088 0.47 2.36 2.24 -0.2305
C -1.63477 -5.91604 -0.65658 -1.21 -0.92 0.24 -0.1962
C -1.61333 -5.38925 0.66558 1.22 0.86 -2.70 -0.1246
Cl -1.96380 -6.36420 2.02559 0.05 0.06 0.09 0.0551
C -1.21336 -4.04156 0.76632 -1.31 -1.03 -2.66 0.3919
F -1.15142 -3.51614 1.94183 0.36 1.22 1.88 -0.2915
C 0.11216 -0.98038 0.26944 1.77 -0.66 -0.18 -0.0730
C 1.40724 -0.86230 -0.59358 -2.27 -1.81 -3.71 0.0273
C 1.26237 -0.94519 -2.05089 1.85 0.26 2.23 -0.2056
C 2.42949 -0.88323 -2.87241 -0.81 0.45 4.24 -0.2082
C 3.68220 -0.71727 -2.28122 0.19 -0.24 1.35 -0.0772
Cl 5.10175 -0.24681 -3.25120 -1.03 -0.64 0.84 0.0123
C 3.75362 -0.83218 -0.84730 2.19 1.54 -2.82 0.3888
F 4.93941 -0.68066 -0.22305 0.03 -0.28 -0.38 -0.3139
C 2.66452 -0.81281 -0.07321 -1.44 -0.71 2.24 -0.3099
H 2.67386 3.45135 1.32292 -0.05 0.98 -0.08 0.2173
H 1.45418 3.86805 0.09791 -0.07 -0.23 -1.33 0.2207
H 1.10406 4.28990 1.70391 0.34 0.17 0.33 0.2033
H 1.93470 1.59790 0.88257 -0.27 -1.08 0.63 0.2301
H 0.14379 2.25371 3.46416 0.80 -0.41 -0.41 0.2162
H 0.70183 0.58540 3.00034 0.00 0.72 -0.04 0.2113
H 1.84146 1.77762 3.37176 4.51 0.78 2.82 0.1997
H -0.99420 3.94412 1.59898 -0.64 0.36 0.31 0.2060
H -2.82281 3.58364 1.49763 1.15 0.14 -0.26 0.2283
H -2.70007 4.25918 -0.82600 -1.06 -0.07 -0.72 0.1793
H -1.00897 4.51124 -0.76452 -0.40 0.97 0.42 0.1592
H -2.20000 6.48416 -0.60590 -0.25 0.19 0.87 0.4732
H -1.11904 -3.13170 -2.55827 -0.28 -0.16 -0.04 0.2214
H -1.59025 -5.70401 -2.82952 -0.01 0.00 0.05 0.2334
H -1.97484 -6.95524 -0.73351 0.40 0.23 0.10 0.2222
H 0.39129 -1.31964 1.27315 0.07 -0.09 -0.06 0.2155
H 0.25496 -1.01977 -2.42568 0.02 -0.03 -0.42 0.2255
H 2.34148 -0.80239 -3.87259 -0.28 0.07 -3.26 0.2227
H 2.74822 -0.86486 1.01364 0.38 0.12 -0.21 0.2336